1.
# C24H22IrN6O2

A molecular structure, C24H22IrN6O2 in a non-equilibrium geometry (the ωB97M-V functional and the def2-TZVPD basis, OMol25).

## Properties
- multiplicity = 6
- ⟨S²⟩ = 8.83
- charge = +4
- gap between HOMO and LUMO (spin up / spin down) (eV) = 4.733 / 4.964
- LUMO (spin up / spin down) (eV) = -12.307 / -15.926

```
55
Properties=species:S:1:pos:R:3:forces:R:3
N -0.767 2.266 -1.846 0.939 1.276 0.006
C -0.311 3.336 -1.787 -1.013 -1.342 -0.028
C 0.191 4.691 -1.708 0.282 0.543 -0.043
H -0.639 5.412 -1.709 0.194 -0.267 -0.072
H 0.849 4.890 -2.567 -0.236 0.016 0.243
H 0.770 4.832 -0.789 -0.103 -0.067 -0.166
N 2.500 -1.497 -2.748 1.397 -1.248 -0.291
C 3.406 -2.214 -2.833 -0.691 0.848 0.752
C 4.571 -3.077 -2.747 0.305 -0.252 -0.138
H 5.365 -2.712 -3.419 -0.320 -0.215 0.152
H 4.281 -4.108 -3.001 0.192 0.322 -0.029
H 4.954 -3.060 -1.714 -0.189 0.046 -0.343
N -2.717 -0.319 -1.927 -0.711 -1.413 0.140
C -3.426 -1.232 -1.801 0.511 1.578 -0.206
C -4.398 -2.298 -1.669 -0.296 -0.439 -0.013
H -4.049 -3.059 -0.962 -0.054 0.159 -0.123
H -4.546 -2.774 -2.648 -0.062 0.110 0.263
H -5.357 -1.894 -1.313 0.305 -0.086 -0.154
Ir 0.541 -0.292 -2.787 0.688 0.162 -0.049
C -0.243 -1.445 -1.530 -3.906 -4.971 3.355
O -0.738 -2.109 -0.706 2.215 2.277 -2.450
C 1.212 0.597 -1.277 3.154 4.971 4.205
O 1.649 1.180 -0.373 -1.125 -2.327 -2.711
C 0.681 1.175 -4.574 0.134 0.456 -0.934
C -0.724 1.245 -4.504 1.270 2.990 -0.448
C -1.478 0.093 -4.545 -1.801 -2.909 -0.374
C -0.850 -1.151 -4.575 -1.358 -0.212 -1.464
C 0.546 -1.241 -4.800 -0.503 -0.623 -0.085
C 1.296 -0.049 -4.916 0.767 0.791 -0.065
H 1.274 2.088 -4.516 -0.106 -0.278 -0.145
H -1.215 2.213 -4.449 0.148 -0.219 0.092
H -2.564 0.158 -4.534 0.269 -0.070 0.106
H -1.444 -2.063 -4.514 0.190 0.236 -0.019
H 1.018 -2.215 -4.912 -0.120 0.247 -0.114
H 2.358 -0.079 -5.157 -0.254 0.018 0.115
N -0.504 1.512 10.127 0.128 -0.125 -0.713
C -0.388 1.249 8.986 -0.043 -0.465 -1.304
C -0.315 0.884 7.586 -0.250 0.755 2.324
C -1.377 1.225 6.729 -0.891 0.339 -2.064
C -1.291 0.928 5.352 -0.699 0.246 1.102
C -0.207 0.176 4.869 0.075 0.653 0.624
C 0.841 -0.182 5.735 0.442 -0.131 1.396
C 0.801 0.211 7.078 1.379 -1.135 -1.279
N -0.087 -0.113 3.489 0.812 -1.190 -0.522
C 0.732 -1.091 2.922 -0.660 1.008 3.015
C 0.615 -0.985 1.555 -1.863 2.155 -2.048
N -0.245 0.051 1.261 0.783 -1.453 -0.388
C -0.674 0.551 2.402 0.669 -0.478 0.508
H -2.232 1.767 7.136 0.145 -0.176 -0.242
H -2.096 1.235 4.676 0.217 -0.114 0.463
H 1.691 -0.768 5.375 -0.200 0.393 0.265
H 1.643 0.003 7.744 -0.230 -0.078 -0.275
H 1.343 -1.754 3.509 -0.003 -0.178 0.135
H 1.089 -1.586 0.792 0.032 0.045 0.215
H -1.336 1.402 2.536 0.044 -0.177 -0.179
```
Positions in Å, forces in eV/Å.

2.
# C24H22N11O2SV

A molecular structure, C24H22N11O2SV in a non-equilibrium geometry (the ωB97M-V functional and the def2-TZVPD basis, OMol25).

## Properties
- multiplicity = 4
- ⟨S²⟩ = 3.78
- charge = +1
- gap between HOMO and LUMO (spin up / spin down) (eV) = 6.687 / 8.120
- energy relative to the best compared isomer or geometry (same formula, charge and spin) (kcal/mol) = 0.0
- LUMO (spin up / spin down) (eV) = -3.472 / -3.926

```
61
Properties=species:S:1:pos:R:3:forces:R:3
V 1.361 -0.536 0.076 0.468 1.028 -2.509
C 0.670 -2.476 3.775 -0.154 0.039 0.077
C 1.367 -2.013 2.674 0.105 0.012 -0.009
N 0.870 -1.043 1.905 -0.837 -0.528 1.769
C -0.316 -0.513 2.252 0.148 -0.329 0.346
C -1.009 -1.021 3.348 -0.028 0.143 -0.132
N -0.526 -1.995 4.101 0.054 -0.079 0.035
C -0.743 0.636 1.447 -0.027 0.592 -0.255
C -1.933 1.308 1.679 -0.014 -0.264 0.124
C -2.255 2.428 0.933 0.085 0.005 -0.010
C -1.311 2.869 0.015 0.010 -0.055 0.084
C -0.126 2.172 -0.175 -0.253 -0.249 0.217
N 0.147 1.030 0.506 -1.317 1.578 0.040
C 0.852 2.762 -1.126 0.207 0.090 -0.222
C 0.456 3.622 -2.155 -0.113 -0.144 -0.021
N 1.332 4.245 -2.929 -0.050 0.104 -0.116
C 2.618 4.024 -2.702 -0.030 -0.067 0.051
C 3.022 3.128 -1.719 0.093 0.022 -0.031
N 2.143 2.511 -0.948 0.038 -0.196 0.338
C -3.530 3.146 1.121 -0.179 0.109 0.013
C -4.193 3.710 0.034 0.043 -0.062 0.059
C -5.390 4.374 0.253 0.044 -0.001 -0.010
N -5.940 4.507 1.454 -0.117 0.066 0.010
C -5.307 3.971 2.490 0.010 -0.003 -0.007
C -4.108 3.283 2.379 0.028 -0.007 -0.044
H 1.068 -3.259 4.407 0.076 -0.001 -0.053
H 2.328 -2.421 2.396 0.001 0.003 -0.037
H -1.983 -0.638 3.624 0.035 0.017 0.006
H -2.626 0.940 2.420 -0.003 0.001 -0.009
H -1.486 3.788 -0.523 0.024 -0.001 0.058
H -0.588 3.801 -2.387 0.022 -0.026 0.033
H 3.326 4.563 -3.320 0.052 -0.043 0.020
H 4.068 2.905 -1.538 -0.017 0.046 -0.050
H -3.804 3.607 -0.971 -0.009 0.019 -0.010
H -5.931 4.822 -0.573 0.020 -0.030 -0.011
H -5.783 4.103 3.455 0.053 -0.029 0.015
H -3.627 2.890 3.266 0.005 0.000 0.000
N 1.585 -0.245 -2.270 -0.226 -0.070 0.370
C 1.162 -1.348 -3.166 -0.106 -0.036 -0.007
C -0.241 -1.844 -2.815 0.140 -0.047 0.309
C -0.206 -2.353 -1.377 -0.401 0.208 -0.418
O -0.036 -3.553 -1.160 -0.766 1.035 -0.596
O -0.301 -1.435 -0.486 -0.738 -0.770 -0.278
H 1.051 0.584 -2.508 0.100 0.090 -0.080
H 2.562 -0.037 -2.442 0.030 0.135 -0.006
H 1.869 -2.169 -3.049 0.044 0.042 0.002
H 1.183 -1.024 -4.209 0.060 -0.048 0.013
H -0.527 -2.648 -3.489 0.029 0.009 -0.033
H -0.960 -1.026 -2.891 -0.011 -0.020 -0.017
S 4.364 0.593 1.227 -0.334 -0.008 -0.129
C 2.980 0.223 0.662 2.065 0.926 0.747
N 1.064 -5.539 -0.237 0.942 -0.924 0.451
C 2.382 -5.548 -0.059 -0.896 -0.167 -0.058
N 3.025 -6.706 0.136 0.112 -0.087 0.024
N 3.120 -4.448 -0.042 0.845 0.157 0.125
C 2.701 -3.249 -0.167 -0.239 -0.056 -0.172
N 2.414 -2.122 -0.264 0.934 -2.116 -0.126
H 0.551 -6.399 -0.324 0.088 -0.091 0.049
H 0.597 -4.667 -0.514 -0.163 0.047 0.101
H 2.535 -7.579 0.179 -0.001 -0.003 -0.012
H 4.011 -6.688 0.322 0.023 0.035 -0.019
```
Positions in Å, forces in eV/Å.

3.
# C24H22N2O2RuSSe2Te3

A molecular structure, C24H22N2O2RuSSe2Te3 in a non-equilibrium geometry (the ωB97M-V functional and the def2-TZVPD basis, OMol25).

## Properties
- multiplicity = 1
- gap between HOMO and LUMO (spin up / spin down) (eV) = 5.317 / 5.317
- energy relative to the best compared isomer or geometry (same formula, charge and spin) (kcal/mol) = 0.0
- LUMO (spin up / spin down) (eV) = -1.208 / -1.210

```
57
Properties=species:S:1:pos:R:3:forces:R:3
Ru -0.407 1.267 -1.748 1.139 -0.718 0.528
O 1.226 2.628 4.906 0.020 -0.023 -0.003
C -0.120 2.674 4.481 -0.053 0.019 0.020
C -0.203 2.323 3.024 0.012 -0.021 -0.037
C -1.441 2.253 2.392 0.002 0.015 0.060
C -1.504 1.944 1.054 0.104 -0.091 -0.021
N -0.402 1.710 0.326 0.023 0.073 0.018
C 0.803 1.775 0.924 -0.054 0.026 -0.017
C 0.930 2.069 2.275 -0.127 -0.024 -0.042
C 1.967 1.488 0.059 0.004 0.037 -0.069
C 3.275 1.529 0.523 -0.017 -0.008 -0.154
C 4.313 1.253 -0.352 -0.061 -0.013 -0.011
C 5.747 1.303 0.114 0.073 -0.040 -0.041
O 5.952 2.164 1.214 -0.028 0.019 0.040
C 3.997 0.916 -1.662 0.067 0.008 0.051
C 2.676 0.877 -2.053 -0.139 -0.025 0.066
N 1.676 1.168 -1.214 -0.075 0.011 -0.058
H 1.273 2.908 5.823 0.007 0.013 0.011
H -0.545 3.675 4.618 0.007 -0.024 -0.006
H -0.738 1.967 5.050 0.005 0.027 -0.026
H -2.360 2.442 2.930 -0.007 0.002 0.027
H -2.435 1.880 0.502 -0.007 0.018 0.027
H 1.896 2.124 2.749 0.022 -0.015 -0.011
H 3.502 1.789 1.544 -0.025 0.020 0.026
H 6.394 1.566 -0.729 -0.029 -0.003 0.018
H 6.049 0.309 0.455 -0.006 0.022 -0.019
H 5.727 3.062 0.947 0.026 0.011 0.001
H 4.771 0.696 -2.385 0.020 -0.008 -0.007
H 2.378 0.606 -3.058 0.038 -0.004 0.023
Se -0.271 -0.013 -3.968 -0.049 -0.082 0.013
Te 0.276 2.357 -4.139 0.074 0.033 -0.179
Te -0.894 3.901 -1.869 -0.877 -0.796 -0.474
Se 0.744 4.822 -0.357 -0.245 -0.037 0.316
Te -0.466 -1.184 -0.463 -0.151 0.490 -0.491
C -0.503 -3.012 -1.522 0.036 -0.131 -0.006
C -0.876 -3.152 -2.851 -0.087 0.050 0.016
C -0.938 -4.416 -3.422 -0.005 -0.004 -0.019
C -0.627 -5.540 -2.673 -0.010 -0.035 -0.029
C -0.255 -5.402 -1.345 0.007 -0.042 0.010
C -0.193 -4.143 -0.770 0.073 0.103 0.052
C -2.507 -1.281 0.021 -0.123 0.007 0.009
C -3.449 -1.208 -0.999 0.034 0.009 0.048
C -4.797 -1.279 -0.686 -0.013 0.013 -0.016
C -5.201 -1.400 0.637 -0.015 0.003 0.032
C -4.258 -1.460 1.652 -0.027 -0.009 -0.016
C -2.905 -1.407 1.344 0.041 -0.008 0.022
H -1.137 -2.290 -3.446 -0.043 -0.008 0.008
H -1.234 -4.516 -4.458 0.000 0.003 -0.015
H -0.679 -6.522 -3.123 0.006 -0.004 -0.004
H -0.013 -6.275 -0.753 0.000 -0.006 0.009
H 0.099 -4.045 0.269 0.003 0.008 0.008
H -3.133 -1.074 -2.028 -0.009 -0.011 0.009
H -5.534 -1.216 -1.476 0.006 0.001 -0.007
H -6.255 -1.442 0.877 -0.007 -0.005 0.001
H -4.572 -1.555 2.683 -0.011 0.001 0.021
H -2.168 -1.465 2.137 0.009 0.005 -0.009
S -2.649 1.851 -1.980 0.440 1.145 0.297
```
Positions in Å, forces in eV/Å.

4.
# C24H22N4NiO6PS6

A molecular structure, C24H22N4NiO6PS6 in a non-equilibrium geometry (the ωB97M-V functional and the def2-TZVPD basis, OMol25).

## Properties
- multiplicity = 4
- ⟨S²⟩ = 3.79
- charge = -2
- gap between HOMO and LUMO (spin up / spin down) (eV) = 3.589 / 4.798
- energy relative to the best compared isomer or geometry (same formula, charge and spin) (kcal/mol) = 35.3
- LUMO (spin up / spin down) (eV) = 2.931 / 2.929

```
64
Properties=species:S:1:pos:R:3:forces:R:3
Ni 0.612 0.839 -1.030 -0.907 -0.689 -1.028
S -2.609 3.254 -7.143 -0.056 0.003 -0.059
C -1.909 2.621 -5.771 0.086 -0.086 0.109
S -0.373 1.857 -5.744 0.026 0.019 0.045
C -0.260 1.530 -4.024 0.205 -0.039 -0.317
C -1.326 1.910 -3.297 -0.291 0.189 -0.086
S -1.474 1.799 -1.574 0.149 -0.247 0.308
S -2.628 2.650 -4.216 0.039 0.025 0.106
S 1.185 0.784 -3.424 0.090 0.073 0.329
S 2.488 -2.054 -0.683 0.013 0.276 -0.048
C 1.157 -1.138 -1.057 -0.555 -0.300 0.151
O 2.143 3.336 2.329 0.000 -0.026 0.054
C 1.840 3.121 1.138 -0.188 -0.131 -0.011
O 0.843 2.437 0.745 0.402 0.310 0.109
C 2.740 3.629 0.037 0.027 -0.147 -0.007
C 2.760 2.939 -1.169 0.194 0.181 0.161
C 3.573 3.346 -2.213 0.062 -0.001 0.019
C 4.385 4.461 -2.045 -0.014 -0.010 0.019
C 4.383 5.151 -0.836 -0.030 -0.057 -0.032
C 3.567 4.730 0.206 0.066 0.114 -0.015
H 2.129 2.063 -1.286 0.465 0.431 -0.255
H 3.558 2.790 -3.143 -0.031 0.017 0.026
H 5.023 4.791 -2.857 -0.012 0.008 0.020
H 5.021 6.017 -0.709 -0.009 0.015 0.005
H 3.558 5.253 1.155 -0.010 -0.034 0.009
C 1.260 -1.747 3.583 -0.213 -0.029 -0.044
N 1.773 -0.323 3.407 -0.048 -0.075 -0.131
C 0.949 0.656 4.242 -0.153 0.001 0.004
N -0.447 0.480 4.030 -0.135 -0.038 -0.120
C -0.848 -0.912 4.206 0.111 0.043 -0.142
N -0.135 -1.820 3.313 0.046 0.108 -0.073
C -0.451 -1.565 1.878 -0.027 0.079 -0.019
P 0.001 0.166 1.273 -0.076 -0.445 0.945
C 1.730 0.041 1.953 0.001 0.292 -0.148
C -0.859 0.992 2.707 0.051 0.089 -0.122
H 1.468 -2.038 4.614 -0.004 0.033 0.062
H 1.817 -2.374 2.888 0.074 0.034 -0.017
H 2.736 -0.267 3.729 0.076 -0.028 -0.049
H 1.255 1.653 3.924 0.114 0.092 0.009
H 1.212 0.468 5.285 0.020 -0.059 0.031
H -1.916 -0.996 4.013 -0.007 0.006 0.004
H -0.649 -1.211 5.239 0.022 -0.013 0.034
H -1.522 -1.721 1.735 0.017 -0.040 -0.002
H 0.068 -2.313 1.276 0.009 0.003 -0.038
H 2.284 0.966 1.826 -0.150 0.010 0.151
H 2.229 -0.742 1.381 0.076 -0.088 0.012
H -1.928 0.801 2.585 -0.017 0.050 0.025
H -0.692 2.066 2.658 0.079 -0.010 -0.032
O 0.521 -3.822 -2.024 0.234 -0.117 -0.366
C -0.339 -3.034 -1.751 0.145 0.256 0.504
O -0.049 -1.687 -1.383 0.206 -0.169 -0.133
C -1.762 -3.295 -1.690 -0.252 0.070 0.073
C -2.220 -4.557 -2.131 0.069 0.110 0.053
C -3.541 -4.904 -2.050 -0.051 0.002 0.020
C -4.476 -3.997 -1.492 -0.026 0.004 -0.034
C -4.033 -2.722 -1.065 0.016 -0.049 0.067
C -2.706 -2.384 -1.165 0.087 -0.056 -0.056
N -5.805 -4.364 -1.361 -0.055 -0.052 0.024
O -6.174 -5.506 -1.779 0.044 0.196 0.088
O -6.616 -3.559 -0.812 0.099 -0.117 -0.093
H -1.490 -5.248 -2.533 -0.039 0.005 -0.015
H -3.900 -5.860 -2.398 -0.005 -0.010 0.025
H -4.757 -2.031 -0.662 -0.032 -0.007 -0.007
H -2.374 -1.404 -0.842 -0.028 0.022 -0.102
```
Positions in Å, forces in eV/Å.

In eV, the total energy values for the records above are, in order, -41069.6248 -82250.6932 -198310.6018 -158832.2753.